# 1
DFT (the ωB97M-V functional and the def2-TZVPD basis) results for a molecular structure, C37H61CdCl2Ge2N3OSSeSi2 at a distorted geometry.

Each line ends with the Mulliken charge.
Positions of all 111 atoms, in Å:
C 16.645 16.597 15.096  -0.916
H 9.582 11.533 10.793  0.480
H 16.228 15.027 8.702  0.123
H 10.135 11.012 13.205  0.420
H 15.525 12.621 7.767  -0.111
C 18.125 14.864 13.011  -1.069
C 8.836 13.416 15.140  -0.486
H 17.741 12.979 5.355  0.291
C 15.431 11.600 7.470  -0.661
H 13.013 13.531 9.046  -0.012
H 14.935 11.089 8.259  0.215
S 15.596 18.154 7.093  -0.473
C 11.264 17.799 14.408  -0.349
H 13.517 19.327 11.749  0.403
C 10.885 13.045 13.301  1.172
Ge 16.517 14.851 14.212  -0.368
C 13.604 11.939 11.977  1.739
H 16.695 11.668 10.597  0.646
H 14.842 11.627 6.561  0.462
C 16.840 13.389 15.483  -0.828
C 14.481 9.661 12.392  -1.043
O 12.631 14.592 11.751  -1.974
H 10.989 16.808 14.570  -0.372
C 15.974 17.760 14.848  -0.502
H 9.760 13.680 9.035  0.709
H 16.844 9.055 5.980  0.318
H 10.999 10.541 10.202  0.316
C 15.809 11.342 11.081  -1.049
H 17.535 16.660 15.617  0.748
C 12.221 12.744 8.923  -1.318
C 15.604 10.061 11.644  -0.831
H 18.885 15.578 11.198  0.486
H 15.230 17.324 9.526  0.114
H 18.150 22.208 16.942  0.290
C 10.063 11.954 13.711  -0.510
C 17.548 11.903 5.297  -1.142
C 10.655 14.301 13.876  0.101
H 11.587 12.662 7.957  0.404
H 18.378 8.993 7.023  0.294
H 14.430 14.433 15.874  -1.639
C 10.349 11.409 10.064  -1.796
H 7.859 13.585 15.717  0.189
H 12.514 19.115 15.381  0.575
H 14.875 19.512 16.551  0.289
H 14.048 16.392 9.403  0.177
H 17.208 15.551 11.181  -0.135
H 9.577 14.120 10.794  0.219
C 14.324 19.463 12.551  -0.587
H 13.324 21.408 12.701  0.335
C 9.602 14.497 14.786  -0.612
Cl 13.437 14.435 18.001  -0.239
H 12.590 14.601 15.737  -0.454
C 9.044 12.141 14.645  -0.794
H 9.418 15.461 15.205  0.441
C 14.348 21.022 12.665  -1.309
H 14.708 21.476 11.748  0.386
H 15.774 21.496 17.515  0.362
H 8.428 11.297 14.956  0.377
H 18.572 18.899 14.349  0.450
C 16.611 18.967 15.330  -0.014
H 18.555 11.411 4.972  0.222
H 17.053 16.192 5.551  0.158
C 17.993 15.686 11.758  -0.867
H 9.682 11.250 9.165  0.351
C 14.750 12.226 11.293  0.222
Cl 13.409 12.362 15.887  -0.118
H 19.424 20.864 15.480  0.345
N 14.984 16.359 9.574  -0.449
H 14.603 13.262 10.953  0.188
Si 12.089 13.134 11.871  -1.010
H 16.685 12.552 14.982  0.739
N 15.774 15.878 8.442  -0.003
H 18.294 13.895 12.726  0.581
C 10.251 13.927 9.923  -1.858
Ge 14.200 17.925 13.800  -0.353
H 14.425 8.747 12.911  0.491
C 12.646 18.115 15.054  -0.861
H 14.891 21.355 13.528  0.293
H 17.742 16.841 11.997  0.080
H 16.089 13.291 16.256  0.412
H 10.454 18.424 14.860  0.420
H 11.321 15.152 13.658  0.252
C 16.399 20.927 16.824  -0.760
C 17.353 9.354 6.884  -1.103
H 11.318 17.869 13.315  0.249
N 16.649 15.781 6.360  -0.284
C 18.398 20.536 15.583  -0.660
H 18.359 14.181 16.837  0.432
H 18.551 12.485 16.601  0.423
H 16.765 14.816 6.615  0.178
H 10.959 14.750 9.883  0.277
C 18.310 13.412 16.144  -1.622
C 15.996 16.505 7.261  0.354
H 19.001 13.642 15.417  0.392
C 17.679 21.302 16.484  -0.292
H 18.993 15.158 13.523  0.684
C 13.520 14.070 16.251  2.187
H 12.735 10.435 13.255  0.327
Se 18.581 12.117 8.580  -0.727
C 13.472 10.670 12.533  -0.431
Si 17.218 11.179 7.084  0.453
Cd 14.325 15.499 12.841  2.878
C 15.867 19.781 16.204  0.043
H 16.824 8.889 7.787  0.253
C 11.220 12.699 10.105  2.003
H 16.806 11.703 4.490  0.361
H 16.296 9.298 11.378  0.357
H 12.882 17.496 15.917  0.420
H 12.955 11.963 8.695  0.219
H 15.252 19.149 12.115  0.400
C 17.888 19.408 15.003  -0.186

Summary:
Energy above the lowest of the compared OMol25 structures with the same formula, charge and spin ... 19.5 kcal/mol
Kohn-Sham gap ... 6.0 eV
E ... -10306.53129 Ha
Max |F| ... 5.612 eV/Å
Total charge ... -2

# 2
DFT (the ωB97M-V functional and the def2-TZVPD basis) results for a molecular structure, C37H61F16N6O4S at a distorted geometry.

Each line ends with the Mulliken charge.
Positions of all 125 atoms, in Å:
H -1.924 0.169 6.450  0.488
H -0.852 -1.147 -2.363  0.698
H -0.365 1.543 -3.647  -0.827
C -0.614 -1.836 -0.382  1.208
C -2.050 2.097 -4.775  -1.037
H -1.863 0.225 -2.769  -1.728
F 0.378 -4.636 4.006  -0.145
C -0.710 0.283 0.492  2.010
C -1.283 -3.858 -2.209  0.724
F 0.759 0.037 1.651  -0.072
N 3.900 -0.645 0.532  -0.037
H -4.822 0.356 1.628  0.459
C 3.336 0.428 0.026  -0.146
H 3.451 -1.125 1.307  0.059
F -1.702 -0.729 2.641  -0.325
C 0.561 5.538 0.115  -0.859
H -5.605 -1.289 -1.776  0.447
H -2.752 0.875 1.818  -0.010
H 1.249 2.623 -3.207  0.007
H 1.972 1.017 -5.092  0.375
H -2.065 2.875 -4.013  0.380
H 0.296 5.093 -0.849  0.216
F 2.598 -6.164 4.874  -0.274
H 3.556 3.232 0.412  0.402
H 1.841 1.028 1.205  -0.782
C -4.319 -0.458 -0.281  0.744
C -0.091 -4.692 -3.733  -0.024
H -0.627 0.472 -5.007  0.437
F 0.527 2.816 4.545  -0.089
C 3.067 -3.958 2.221  0.866
H -3.051 0.212 -5.107  0.602
F 1.771 -3.877 1.860  -0.152
N -1.953 -3.770 -3.267  -0.058
H -5.899 0.862 0.322  0.464
H -4.526 -1.408 0.197  0.694
N 3.324 0.547 -1.337  0.417
H 0.733 6.593 -0.072  0.366
C -4.858 0.684 0.589  -1.378
H 4.469 -2.977 3.571  0.254
N -1.162 -4.322 -4.275  -0.625
H 0.131 3.367 -5.612  0.354
H 4.729 -1.050 0.126  0.359
F 0.811 0.681 6.385  -0.262
F -1.183 1.323 3.109  -0.185
H 3.077 -7.194 2.333  0.379
H 0.209 1.917 -6.603  0.516
H 3.642 1.237 -3.762  0.585
F -0.074 -6.333 5.289  -0.271
H -0.758 3.549 5.887  0.301
C 0.334 2.297 -5.590  -1.268
H 4.238 2.390 -1.339  0.573
C 0.826 -0.053 -1.479  2.886
H 0.734 -5.140 -4.249  0.451
H 0.340 0.731 -2.054  -0.657
C 2.265 -0.285 -1.961  -1.987
N 1.733 4.926 0.732  -0.390
F 3.771 -3.493 1.151  -0.337
F -0.671 1.662 7.643  -0.333
H -1.773 1.667 -0.782  -0.375
H 0.742 0.209 -0.426  -0.410
H -2.446 2.630 1.866  0.792
F 2.983 -1.756 2.978  -0.169
C 0.558 -0.302 2.969  0.935
H -3.245 -0.298 -0.385  -0.880
C 3.331 1.950 -1.758  0.226
H 2.529 5.065 0.122  0.344
H -4.566 2.767 0.956  0.436
H 1.772 -6.249 1.699  0.336
H -3.159 1.268 -2.262  -0.206
C 1.786 -6.563 3.872  0.858
F 1.453 0.383 3.693  -0.494
F 2.762 -3.345 4.491  -0.235
H -0.263 5.488 0.820  0.289
H -0.774 2.452 0.421  -0.810
H 0.748 -1.367 3.091  -0.176
O 2.274 2.668 -1.131  -0.177
C -4.018 1.953 0.488  -1.240
O -1.094 -0.268 4.699  -0.360
F 1.101 3.369 6.569  -0.293
O 3.441 -5.242 2.470  -0.405
C -0.872 0.042 3.384  -0.071
H 2.508 -1.322 -1.733  0.782
H -1.072 -0.499 -0.172  -0.466
H -2.192 1.415 5.276  0.279
C -3.072 1.032 -4.390  -1.151
C -2.663 1.781 1.229  -0.870
C 1.552 3.484 0.966  -0.061
C 3.397 -3.007 3.368  -0.011
H -4.194 -1.072 -3.679  0.819
H 0.167 -2.121 0.321  0.010
O -0.068 -4.451 -2.405  -0.267
H -4.078 1.456 -4.440  0.326
H 2.263 3.820 -4.097  0.640
H 0.581 3.229 0.545  -0.541
H 2.495 2.432 -5.945  0.451
H 4.234 2.825 -3.473  0.498
C -0.026 -1.334 -1.681  -2.869
C 2.619 2.702 0.226  0.472
C 2.114 2.779 -3.840  -0.063
H -1.235 -1.087 0.097  -0.829
H 0.604 -2.073 -2.171  0.602
C -0.280 1.478 6.354  0.844
C -4.887 -0.473 -1.713  -1.567
H -3.171 -1.550 -2.314  -0.494
H -3.860 2.197 -0.562  0.368
C -3.786 -0.752 -2.725  -0.606
H -0.763 -0.030 1.528  -0.221
C 0.093 2.865 5.824  -0.050
C 3.397 2.168 -3.262  -1.944
C -1.449 1.616 0.253  1.259
C 2.483 -6.303 2.523  -0.716
C 0.379 -5.988 4.068  0.047
H 1.587 3.294 2.038  0.323
C 1.787 2.090 -5.193  -0.986
S -1.649 -3.347 -0.580  -0.335
H 0.352 0.418 0.271  1.009
H -2.272 2.507 -5.756  0.370
C -2.901 0.490 -2.980  2.547
H 2.276 -0.219 -3.042  0.227
H -5.393 0.464 -1.947  0.488
C -1.434 0.732 5.657  -0.731
F 1.660 -7.911 3.979  -0.319
H -0.313 -6.381 3.318  0.294
C -0.630 1.520 -4.705  0.854
N 2.728 1.359 0.824  0.215

Summary:
Kohn-Sham gap ... 7.0 eV
E ... -4071.18432 Ha
Max |F| ... 13.229 eV/Å
Total charge ... +1

# 3
DFT (the ωB97M-V functional and the def2-TZVPD basis) results for a molecular structure, C37H62F6NO20PPb at a distorted geometry.

Each line ends with the Mulliken charge.
Positions of all 128 atoms, in Å:
C 0.671 29.836 2.773  0.986
H -1.506 26.606 0.988  0.172
O 5.163 29.817 -0.015  -0.393
O 0.312 31.077 2.210  -0.492
F 3.002 25.859 4.148  -0.348
H 10.045 29.119 3.786  0.494
O 5.364 28.101 1.402  0.355
H -0.749 32.728 3.069  0.277
H -0.275 23.904 5.750  0.240
C 3.856 19.907 0.338  0.632
H -1.853 27.568 3.064  -0.644
H 1.428 24.636 5.575  -0.692
H 8.524 30.391 2.344  0.549
H 2.002 21.028 4.442  0.237
H 6.165 28.631 7.149  0.314
O 0.623 24.931 8.494  -0.398
C 2.941 20.761 3.964  -0.518
H 6.934 29.649 1.972  -0.210
H 0.625 27.476 7.653  0.475
C 0.331 25.476 7.221  0.578
H 0.324 29.132 4.842  -0.266
H 3.864 31.420 -0.268  0.342
O 5.716 25.432 -1.765  -0.297
Pb 5.551 26.090 3.116  2.282
O 3.592 28.332 0.023  -0.159
H -1.639 31.480 2.357  0.282
O 4.533 21.044 0.235  -0.333
H 4.711 19.663 4.505  0.345
H 7.055 24.101 -2.706  0.311
P 2.058 25.929 2.744  2.409
H 5.472 31.514 -1.946  0.383
F 1.539 26.202 1.246  -0.363
C 4.738 28.712 0.577  -0.103
C 5.825 29.115 4.954  2.339
O 4.275 18.863 0.757  -0.601
O 4.920 21.723 4.794  -0.352
O 4.850 23.561 3.499  -0.743
H 10.021 25.494 -1.058  0.359
H 4.442 27.549 5.433  0.409
H -2.670 25.391 1.482  0.243
N 6.730 28.201 4.250  1.737
H 5.959 30.268 6.870  0.425
C 3.722 20.299 6.329  -1.349
C 4.707 30.772 -2.166  -1.428
C 4.149 20.520 4.873  0.474
H 6.768 25.741 -3.478  0.305
H 7.425 29.511 6.341  0.319
H -4.339 25.941 3.556  0.417
C 8.047 25.792 -1.781  0.272
C -2.525 26.468 1.355  -0.205
H -2.811 25.349 3.749  0.309
C 6.880 25.167 -2.561  -0.550
C 0.610 24.325 6.223  0.557
C 4.119 30.487 -0.766  0.339
H -0.747 25.566 7.052  0.208
H 9.458 28.123 5.134  0.270
H -0.751 31.802 5.067  0.353
H 5.146 29.845 -2.538  0.317
H 1.398 30.320 4.912  0.328
F 2.843 27.350 2.572  -1.262
H 9.227 28.015 1.863  0.534
O 5.467 25.470 0.458  -0.070
C -2.803 27.188 2.678  1.754
C 3.637 22.129 -0.161  0.369
H 3.818 29.069 5.837  0.634
C 4.447 22.474 3.776  0.216
H 5.222 31.270 4.753  0.567
H 3.806 28.549 4.101  -0.094
H 2.563 29.169 -1.604  0.276
C 7.963 28.626 3.564  1.537
H 9.840 24.724 -2.582  0.413
C 7.621 29.944 2.767  -0.840
H 3.402 22.747 0.704  -0.450
H 0.065 29.039 2.335  0.116
H 2.153 29.615 0.060  -0.031
H 2.130 26.670 7.385  0.407
H 1.059 22.059 0.779  0.224
O -3.874 28.027 2.263  -0.441
C 6.342 29.372 6.368  -1.875
C 6.931 30.977 3.614  -1.124
O -5.116 28.449 0.449  -0.538
C -0.746 31.639 2.975  -0.612
H 2.566 21.354 -1.819  0.273
O 2.621 20.050 -0.125  -0.361
H 7.655 31.221 4.404  0.339
C 0.799 23.590 8.376  0.532
H 8.763 26.643 2.949  0.393
F 3.326 25.089 2.145  -0.351
C 9.182 28.899 4.426  -1.878
C -4.212 27.891 0.982  0.560
F 1.395 24.492 2.995  -0.430
F 0.878 26.753 3.466  -0.422
H 1.730 29.597 2.665  -0.771
C 6.165 25.632 -0.503  0.150
C 9.303 24.927 -1.659  -1.447
O 6.956 26.976 4.957  -0.971
H 4.614 20.299 6.957  0.341
C 4.363 28.568 5.035  -2.336
H 9.115 24.065 -1.018  0.343
H 9.137 29.909 4.851  0.405
H -1.643 30.395 4.377  0.125
C 0.518 30.075 4.316  0.186
O 3.396 21.900 3.181  -0.254
C 2.439 21.303 -0.735  0.684
C 2.977 29.446 -0.635  -0.211
H 1.040 27.143 5.978  0.072
H 4.948 30.305 3.376  -0.199
H 3.164 19.407 6.612  0.366
H 0.674 22.679 -0.791  0.393
O -3.430 26.938 0.390  -0.371
C 1.097 21.810 -0.286  -1.352
C 1.119 26.757 6.990  -1.226
C -0.714 30.967 4.373  -0.509
H 2.836 19.921 3.281  0.297
H 8.247 26.778 -2.207  0.329
O 7.455 25.925 -0.503  -0.287
C 5.652 30.427 4.207  -0.886
H 4.013 31.104 -2.934  0.393
C -3.339 26.308 3.796  -1.567
O 1.060 23.284 7.095  -0.344
O 0.973 22.774 9.231  -0.552
H -3.212 26.771 4.770  0.352
H 7.653 27.299 1.854  0.020
H 3.122 21.158 6.636  0.241
C 8.468 27.605 2.526  -1.964
H 6.750 31.959 3.170  0.499
H 0.328 21.035 -0.342  0.336
H 4.198 22.722 -0.880  0.150

Summary:
Kohn-Sham gap ... 7.1 eV
E ... -4140.19387 Ha
Max |F| ... 2.609 eV/Å

# 4
DFT (the ωB97M-V functional and the def2-TZVPD basis) results for a molecular structure, C37H62GaN7O4Si.

Each line ends with the Mulliken charge.
Positions of all 112 atoms, in Å:
C 5.073 0.144 1.865  -1.201
H 1.323 5.829 -0.429  0.237
H 3.007 2.377 -4.434  0.493
H 1.427 4.479 3.607  0.466
O -0.385 -0.632 -0.710  1.864
Ga -0.187 0.740 0.370  -0.498
H 3.540 -1.366 3.857  0.335
H -1.954 -2.313 -4.835  0.371
H 2.140 4.317 -0.048  0.217
H 3.284 2.866 0.931  0.467
H 0.109 -5.186 -2.561  0.297
H -0.080 -4.264 1.852  0.089
H 0.865 6.487 2.747  0.370
H 4.700 2.840 1.987  0.425
H -2.388 2.464 -0.727  0.239
C -0.082 4.345 -2.773  -1.538
H -4.858 2.613 -0.628  0.524
H 4.852 2.357 0.287  0.317
C 1.373 2.333 -1.409  0.084
C -4.308 0.036 1.495  -1.201
C 2.409 -4.441 -1.219  -1.693
H 1.198 -1.736 0.991  0.260
H 4.799 -0.902 1.965  0.373
H 3.333 0.393 3.922  0.426
H -6.102 1.030 0.848  0.455
C -2.053 -3.758 1.153  1.448
H 3.166 -4.799 -1.922  0.380
H -2.837 -4.328 -3.260  0.323
C -5.022 0.984 0.781  -0.629
N -0.222 3.398 2.855  -0.029
C -1.083 -4.116 2.266  -1.638
H 2.690 -2.601 -3.360  0.619
H -2.000 -0.684 -4.133  0.261
C 0.315 3.062 -0.763  -0.424
H -3.962 -1.651 -1.115  0.020
H -1.178 4.558 -0.916  0.629
C 0.131 6.069 2.056  -1.234
C -2.569 -1.610 -4.266  -1.681
C 4.198 2.333 1.161  -1.325
H 1.295 -1.619 -2.866  0.222
H -1.395 -5.043 2.751  0.548
H -2.765 -4.627 -0.707  0.205
H 1.204 3.966 -4.426  0.492
H -2.440 -5.798 0.583  0.575
N 3.897 0.965 1.560  0.544
C -2.927 -2.202 -2.914  1.805
H 1.911 -5.306 -0.773  0.379
H 0.953 3.078 4.562  0.411
H -4.103 -3.135 0.922  0.222
H -4.261 -3.544 -3.960  0.488
H -3.872 -4.437 2.102  0.511
C 1.218 -1.448 2.037  -1.838
C 2.670 0.418 1.434  0.425
H 2.907 -3.878 -0.421  0.248
C 1.392 -3.565 -1.926  1.430
C -3.445 -3.511 1.712  -1.490
C 2.778 2.082 -3.413  -1.076
C 3.515 1.121 -2.789  -1.068
H -3.374 -0.262 -2.077  0.042
H -3.473 -1.390 -4.841  0.483
H 2.492 5.766 0.898  0.493
H 4.339 0.637 -3.300  0.471
C 2.165 1.307 -0.781  0.698
H 2.668 -1.826 -1.760  -0.081
C -1.148 2.339 3.200  -1.048
C -4.336 1.869 -0.040  -1.004
H -0.775 5.821 2.599  0.375
C 1.707 5.211 0.383  -0.926
H -0.664 5.101 -3.288  0.495
C 0.673 -4.360 -3.008  -1.400
H -2.345 -0.734 1.895  0.334
H -4.189 -3.835 -2.217  0.350
C 0.944 3.708 -3.404  -1.074
N -2.266 0.890 0.613  1.229
C 0.139 3.660 1.569  0.478
H -4.801 -1.183 -2.610  0.632
H -4.807 -0.684 2.132  0.530
H 5.787 0.234 1.043  0.393
C -3.822 -1.261 -2.130  -1.106
O -1.607 -2.502 0.576  1.360
H -3.410 -2.783 2.528  0.271
C 3.194 0.725 -1.476  -0.863
C 2.839 -0.547 3.692  -1.312
C -2.090 -4.876 0.116  -1.358
H -2.066 2.433 2.638  0.413
H 5.563 0.479 2.781  0.348
N 0.010 2.741 0.614  0.549
H 0.238 -1.022 2.303  0.433
H -0.020 -3.726 -3.564  0.109
Si -0.854 -2.203 -0.852  -3.404
N 1.784 0.809 0.520  0.517
C -2.960 1.794 -0.101  -0.048
C -2.934 0.009 1.380  0.192
C 0.575 3.916 3.974  -1.303
C -3.596 -3.561 -3.094  -1.836
C -0.389 4.024 -1.436  -0.384
C 2.054 -2.327 -2.515  -1.117
H -0.730 1.338 3.037  0.265
H -0.021 4.555 4.624  0.352
H 2.002 -0.677 4.378  0.414
O 0.467 -3.150 -0.895  0.075
O -1.688 -2.369 -2.205  0.708
H 3.753 -0.078 -1.011  0.682
H -1.090 -5.055 -0.294  0.195
C 1.696 2.702 -2.748  0.876
H 1.345 -2.345 2.637  0.729
H -1.385 2.421 4.256  0.521
H 1.403 -4.778 -3.705  0.564
N 2.321 -0.534 2.319  0.488
N 0.654 4.893 1.349  0.596
H -1.053 -3.327 3.026  0.275
H -0.108 6.834 1.315  0.399

Summary:
Kohn-Sham gap ... 8.0 eV
E ... -4345.41191 Ha
Max |F| ... 0.618 eV/Å
Total charge ... +2